# 1
ORCA calculation (ωB97M-V/def2-TZVPD) on a molecular structure, C11H44Al2O15P in a non-equilibrium geometry.

The geometry in XYZ format:
```
73
C11H44Al2O15P (ωB97M-V/def2-TZVPD)
Al -1.3861 -2.3960 -2.8659
Al 3.3860 -0.8771 -2.0384
P 0.1705 0.0047 -0.7291
O -0.9661 0.2866 -1.7810
O -0.3081 -0.1794 0.7483
O 1.4739 0.8551 -0.9015
O 0.6514 -1.3579 -1.2126
C -0.2736 -2.7984 2.9298
O 0.5273 -2.3066 1.8931
H -0.5350 -2.0584 3.6863
H -1.2088 -3.1717 2.5125
H 0.1645 -3.6411 3.4645
H 0.1623 -1.5119 1.4969
C -2.0402 1.4574 3.2313
O -1.7449 0.1498 2.8606
H -1.4251 1.7980 4.0642
H -1.9326 2.2217 2.4617
H -3.0346 1.4662 3.6775
H -1.2053 0.1909 2.0676
C 0.2237 -5.1575 0.1960
O -0.0576 -3.9433 -0.5085
H 1.2630 -5.4859 0.1840
H -0.0168 -5.0375 1.2523
H -0.3282 -5.9680 -0.2799
H 0.5492 -3.2941 -0.1453
C -3.1763 2.1306 -0.2442
O -3.3289 1.1983 -1.2654
H -3.2195 3.1781 -0.5427
H -3.8489 2.0535 0.6100
H -2.1447 2.0367 0.0952
H -2.4703 0.7894 -1.3961
C 3.7351 -2.9633 1.6270
O 2.9839 -2.1048 0.7675
H 3.9175 -2.5214 2.6065
H 3.2725 -3.9489 1.5769
H 4.6686 -3.0837 1.0772
H 2.1204 -1.9386 1.1525
C 0.8555 3.9298 -0.3724
O 1.7719 3.3551 -1.2809
H 0.7524 4.9986 -0.5595
H -0.1324 3.4691 -0.3705
H 1.2579 3.7407 0.6227
H 1.7361 2.4060 -1.1415
C 4.3635 2.0140 1.2159
O 3.8003 1.1283 0.2678
H 5.4352 1.8396 1.3123
H 4.2036 3.0513 0.9216
H 3.9764 1.8398 2.2198
H 2.8421 1.1845 0.2533
C -1.4723 3.1343 -3.5205
O -0.4208 2.1983 -3.5033
H -1.2325 3.9992 -2.9019
H -1.6359 3.5962 -4.4941
H -2.4234 2.6371 -3.3296
H -0.5478 1.5905 -2.7712
C 1.6847 0.4504 3.0291
O 1.2256 1.4703 2.1554
H 2.0298 0.9118 3.9543
H 0.8263 -0.1816 3.2568
H 2.4468 -0.2275 2.6445
H 0.6496 0.9848 1.5604
C -3.4661 -1.5142 0.8109
O -2.3182 -1.6565 -0.0721
H -4.3552 -1.9427 0.3483
H -3.3094 -2.0091 1.7694
H -3.6661 -0.4902 1.1263
H -1.6312 -1.1004 0.3026
C -1.3055 0.0574 -6.3019
O -1.5241 -0.0891 -4.8951
H -0.9187 1.0538 -6.5156
H -0.5558 -0.6426 -6.6708
H -2.1938 -0.0153 -6.9293
H -1.3660 0.7569 -4.4699
```

Values from the calculation:
F_max = 0.05305 Eh/bohr
HOMO = -18.076 eV
HOMO-LUMO gap = 2.71 eV
molar mass = 501.40 g mol⁻¹
energy relative to the best compared isomer or geometry (same formula, charge and spin) = 84.66 kJ/mol
LUMO energy = -15.364 eV
charge = +3

=====

# 2
ORCA calculation (ωB97M-V/def2-TZVPD) on 2 unconnected molecules or ions with the total composition C4H8NS in a non-equilibrium geometry.

The geometry in XYZ format:
```
14
C4H8NS (ωB97M-V/def2-TZVPD)
C -3.5690 0.7300 -0.2097
C -2.2721 0.7371 -0.1741
C 2.1960 -1.1955 0.0711
C 1.4359 -0.3172 0.8615
N 2.1119 0.2272 -0.2232
S -1.4395 -0.7048 0.0145
H -4.1808 1.5463 -0.6192
H -4.0524 -0.2793 0.1880
H -1.5800 1.5075 -0.5833
H 3.2121 -1.5738 0.4589
H 1.8861 -1.8821 -0.7297
H 1.6046 -0.1238 1.9605
H 3.0831 0.6259 -0.0220
H 1.5642 0.7025 -0.9933
```

Values from the calculation:
F_max = 0.09577 Eh/bohr
HOMO (alpha / beta) = -12.509 / -12.727 eV
HOMO-LUMO gap (alpha / beta) = 7.06 / 7.11 eV
molar mass = 102.18 g mol⁻¹
energy relative to the best compared isomer or geometry (same formula, charge and spin) = 494.95 kJ/mol
LUMO energy (alpha / beta) = -5.446 / -5.621 eV
charge = +1

=====

Which formula does entry 1 have?
C11H44Al2O15P

=====

Which formula does entry 1 have?
C11H44Al2O15P

=====

Number 1 is which compound?
C11H44Al2O15P